#i
Formula: C5H15N2O
Source: OMol25
Level of theory: ωB97M-V/def2-TZVPD

Geometry (Å):
C: -0.037 -1.570 -1.065
N: -0.776 -2.350 -0.129
C: -0.256 -0.038 -0.953
N: -0.250 0.319 0.524
C: 1.047 1.020 0.859
C: 1.899 0.881 -0.388
C: 0.906 0.721 -1.551
H: -0.278 -1.844 -2.077
H: 1.043 -1.765 -1.002
H: -1.476 -2.989 -0.469
H: -0.298 -2.781 0.645
H: -1.264 0.195 -1.288
H: -0.382 -0.468 1.158
H: -0.992 0.970 0.772
H: 1.452 0.538 1.749
H: 0.863 2.024 1.200
H: 2.626 1.649 -0.598
H: 2.447 -0.035 -0.255
H: 0.560 1.619 -2.061
H: 1.425 0.083 -2.268
H: -3.149 1.571 1.775
H: -2.696 1.087 3.171
O: -2.415 1.163 2.249

Its molecular weight is 119.2 g/mol. For the LUMO energy, the calculation gives -2.776 eV. The total charge is +1. The value obtained for the HOMO-LUMO gap is 10.537 eV.

---

#ii
Formula: C5H15N2O
Source: OMol25
Level of theory: ωB97M-V/def2-TZVPD

Geometry (Å):
C: 2.534 -1.295 1.747
C: 1.223 -0.859 1.303
C: 0.946 -1.144 -0.277
C: -0.152 -0.369 -0.935
C: -1.361 -0.645 -1.353
N: -2.124 0.514 -1.934
N: 0.936 0.632 1.628
H: 2.458 -1.904 2.573
H: 3.002 -1.780 0.814
H: 3.351 -0.528 1.917
H: 0.375 -1.374 1.787
H: 1.937 -1.052 -0.921
H: 0.954 -2.180 -0.345
H: 0.231 0.516 -1.263
H: -2.045 -1.641 -1.262
H: -2.148 1.314 -1.390
H: -1.639 0.895 -2.809
H: -3.104 0.272 -2.196
H: 0.655 0.619 2.716
H: 1.754 1.061 1.509
H: -2.481 3.431 -1.046
H: -2.616 2.868 0.346
O: -2.689 2.649 -0.610

Its molecular weight is 119.2 g/mol. For the LUMO energy, the calculation gives -3.150 eV. The total charge is +1. The value obtained for the HOMO-LUMO gap is 9.402 eV.

---

#i comes first in stability; the runner-up is 3.131 eV higher.

---

#i
Formula: C3H5NO
Source: OMol25
Level of theory: ωB97M-V/def2-TZVPD

Geometry (Å):
C: -0.634 -0.510 -0.431
C: -0.841 0.743 0.487
C: 0.409 0.561 -0.258
N: 2.280 -0.601 0.643
O: 1.857 -1.667 0.724
H: -0.558 -1.532 -0.027
H: -1.113 -0.660 -1.443
H: -1.339 1.526 -0.201
H: -0.885 0.899 1.486
H: 0.824 1.241 -0.980

Its molecular weight is 71.1 g/mol. For the LUMO energy (spin up / spin down), the calculation gives 0.327 / -0.028 eV. The value obtained for the HOMO-LUMO gap (spin up / spin down) is 8.314 / 8.296 eV.

---

#ii
Formula: C3H5NO
Source: OMol25
Level of theory: ωB97M-V/def2-TZVPD

Geometry (Å):
C: -1.334 -0.797 0.029
C: -0.889 0.470 -0.037
C: 0.411 0.980 0.039
N: 1.611 0.028 -0.016
O: 3.075 -0.400 -0.002
H: -2.388 -0.998 -0.024
H: -0.703 -1.661 0.160
H: -1.635 1.249 -0.143
H: 0.668 2.014 0.144
H: 1.185 -0.885 -0.150

Its molecular weight is 71.1 g/mol. For the LUMO energy (spin up / spin down), the calculation gives -0.836 / -0.986 eV. Its structure (SMILES) is C=C/C=[NH+]/[O-]. The value obtained for the HOMO-LUMO gap (spin up / spin down) is 7.691 / 8.508 eV.

---

#ii comes first in stability; the runner-up is 0.086 eV higher.

---

#i
Formula: C3H5NO
Source: OMol25
Level of theory: ωB97M-V/def2-TZVPD

Geometry (Å):
C: -1.330 -0.913 -0.087
C: -0.919 0.369 -0.026
C: 1.616 0.143 0.089
H: -2.355 -1.424 0.388
H: -0.498 -1.436 -0.138
H: -1.786 1.003 -0.087
H: 0.591 1.676 -0.097
H: 2.448 0.966 0.243
N: 0.412 0.718 -0.172
O: 1.822 -1.102 -0.115

Its molecular weight is 71.1 g/mol. For the LUMO energy, the calculation gives 0.672 eV. Its structure (SMILES) is C=CNC=O. The value obtained for the HOMO-LUMO gap is 9.789 eV.

---

#ii
Formula: C3H5NO
Source: OMol25
Level of theory: ωB97M-V/def2-TZVPD

Geometry (Å):
C: -0.325 0.242 0.956
C: 0.503 0.925 -0.020
C: -0.893 -0.678 -0.133
H: 0.958 2.130 -0.421
H: 1.552 0.316 0.356
H: 0.894 -0.539 -1.526
H: -0.553 -1.746 0.265
H: -1.872 -0.689 -0.481
N: 0.061 0.060 -1.097
O: -0.327 -0.021 2.101

Its molecular weight is 71.1 g/mol. For the LUMO energy, the calculation gives 0.581 eV. The value obtained for the HOMO-LUMO gap is 9.849 eV.

---

#i comes first in stability; the runner-up is 1.323 eV higher.